15
Properties=species:S:1:pos:R:3:forces:R:3:mulliken_charge:R:1 method="wB97M-V/def2-TZVPD" total_charge=0 gap_ev=9.085 total_energy_ha=-437.0337 largest_force_ha_per_bohr=0.072 homo_energy_ev=-8.877 de_lowest_kcal_mol=68.9
C -0.710 0.981 -1.231 1.84 0.11 -1.64 0.394
H -0.368 -2.549 1.050 0.92 -0.21 -0.20 0.335
O -0.733 1.513 -2.339 0.23 -1.11 2.49 -0.562
H 1.530 2.415 -1.049 -0.22 -1.73 0.10 0.264
N 0.658 -0.875 0.046 2.90 -0.35 1.75 -0.228
O -1.079 -0.706 1.631 0.50 0.06 2.60 -0.622
H -1.623 0.433 0.307 0.68 -1.09 3.01 0.486
C 1.616 1.349 -0.697 0.24 -1.07 0.89 -0.944
H -0.540 -0.615 2.530 -1.42 -0.64 -3.24 0.341
H 1.533 -0.971 0.735 -2.56 0.42 -2.20 0.298
O -1.779 0.795 -0.522 -2.54 1.27 -2.36 -0.470
H 2.608 0.979 -0.398 -0.23 0.59 0.07 0.246
H -1.205 -1.641 -0.154 -1.61 -0.11 -1.12 0.373
C 0.603 0.461 -0.524 -0.58 1.12 -1.46 0.593
C -0.512 -1.571 0.616 1.86 2.74 1.31 -0.503